(1)
A 2-piece molecular cluster, C2H4BFO2 overall. Source: the OMol25 dataset; level of theory: the ωB97M-V functional and the def2-TZVPD basis.

Results
* charge: 0
* E_HOMO (spin up / spin down): -9.664 / -8.089 eV
* spin multiplicity: 1

Atoms and positions in Å:
B (-0.95526, -0.23100, -0.00265)
C (0.38278, -0.94919, -0.24416)
C (2.11731, 0.40192, 0.24639)
O (-2.11337, -0.93205, 0.07670)
O (-1.03018, 1.13243, 0.00763)
F (3.29036, -0.22276, -0.06642)
H (1.01549, -1.81129, -0.39243)
H (2.25548, 1.53348, 0.55612)
H (-2.98365, -0.40166, -0.10780)
H (-1.97896, 1.48012, -0.07338)

(2)
A 2-piece molecular cluster, C2H4BNO2 overall. Source: the OMol25 dataset; level of theory: the ωB97M-V functional and the def2-TZVPD basis.

Results
* charge: 0
* E_HOMO: -8.635 eV
* spin multiplicity: 1

Atoms and positions in Å:
B (0.58206, -0.41372, 0.34387)
C (1.64491, -1.28345, 1.25249)
C (-1.28613, -0.16483, -1.01360)
N (2.43646, -1.87488, 1.80520)
O (-1.49882, 1.07044, -0.61019)
O (0.58947, 0.89329, 0.55055)
H (-2.09934, -0.94601, -0.71755)
H (-0.88002, -0.30714, -1.92087)
H (-0.73857, 1.61504, -0.71816)
H (1.24998, 1.41126, 1.02825)

(3)
A single C2H4Br2 molecule. Source: the OMol25 dataset; level of theory: the ωB97M-V functional and the def2-TZVPD basis.

Results
* SMILES: BrCCBr
* charge: 0
* E_HOMO: -9.987 eV
* spin multiplicity: 1

Atoms and positions in Å:
Br (0.80597, 1.09633, -1.66723)
C (0.44869, 0.61168, 0.18297)
C (-0.29027, -0.70640, 0.13450)
Br (-2.17572, -0.36236, -0.70926)
H (-0.09728, 1.38477, 0.72366)
H (1.42800, 0.47203, 0.64074)
H (-0.33142, -1.03990, 1.17140)
H (0.21202, -1.45615, -0.47679)

(4)
A single C2H4Br2 molecule. Source: the OMol25 dataset; level of theory: the ωB97M-V functional and the def2-TZVPD basis.

Results
* SMILES: BrCCBr
* charge: 0
* E_HOMO: -10.125 eV
* spin multiplicity: 1

Atoms and positions in Å:
Br (1.19657, 10.12257, 32.74901)
C (0.77718, 8.42878, 33.58327)
C (1.69573, 8.12708, 34.73509)
Br (1.45887, 9.35046, 36.20693)
H (0.86985, 7.66606, 32.81412)
H (-0.25854, 8.50668, 33.90011)
H (2.73367, 8.22119, 34.42487)
H (1.54318, 7.11930, 35.11335)

(5)
An isolated ion of composition C2H4Br2N and charge +1. Source: the OMol25 dataset; level of theory: the ωB97M-V functional and the def2-TZVPD basis.

Results
* charge: +1
* E_HOMO: -15.196 eV
* spin multiplicity: 1

Atoms and positions in Å:
C (0.63209, 0.07828, -0.39005)
C (1.80447, -0.10230, 0.52945)
N (-0.66027, 0.20471, -0.17198)
Br (2.25553, 1.78942, -0.01626)
Br (3.00914, -1.38560, -0.02023)
H (1.03215, -0.24302, -1.42748)
H (1.43032, -0.23319, 1.50217)
H (-1.08738, 0.50876, 0.66436)
H (-1.22441, -0.05891, -0.96038)

(6)
A 2-piece molecular cluster, C2H4Br3P overall. Source: the OMol25 dataset; level of theory: the ωB97M-V functional and the def2-TZVPD basis.

Results
* charge: 0
* E_HOMO (spin up / spin down): -8.582 / -8.585 eV
* spin multiplicity: 1

Atoms and positions in Å:
C (-0.35979, 0.25340, -0.64161)
C (1.85424, -0.80777, 0.45633)
P (2.58413, 0.26263, -0.69665)
Br (1.88729, -2.67157, 0.23572)
Br (4.67819, -0.17303, -0.28261)
Br (2.38985, 2.19152, 0.27432)
H (-0.43078, 1.27205, -0.29964)
H (0.01656, 0.34015, -1.64340)
H (-1.07170, -0.49942, -0.41752)
H (1.83606, -0.43815, 1.51879)

(7)
A 2-piece molecular cluster, C2H4BrCl2FNO2P overall. Source: the OMol25 dataset; level of theory: the ωB97M-V functional and the def2-TZVPD basis.

Results
* charge: 0
* E_HOMO: -6.594 eV
* spin multiplicity: 1

Atoms and positions in Å:
O (-2.76000, 1.98270, 0.35124)
C (-1.67564, 1.72306, -0.03607)
Br (-0.37451, 3.09760, -0.26456)
C (-1.30288, 0.29383, -0.39199)
N (-0.26992, -0.33059, 0.50158)
Cl (-0.55525, 0.12717, 2.16602)
P (1.54599, 0.10384, -0.17231)
O (1.76813, -1.30078, -0.82280)
Cl (2.64582, -0.07361, 1.46886)
H (-0.90147, 0.26489, -1.40474)
H (-2.21598, -0.28852, -0.32494)
H (-0.42312, -1.34164, 0.47255)
H (1.08047, -1.49656, -1.48183)
F (3.43835, -2.76139, -0.06100)

(8)
A single C2H4BrClO molecule. Source: the OMol25 dataset; level of theory: the ωB97M-V functional and the def2-TZVPD basis.

Results
* SMILES: O[C@H](Br)CCl
* charge: 0
* E_HOMO: -10.055 eV
* spin multiplicity: 1

Atoms and positions in Å:
O (0.21889, 1.61857, 0.02996)
C (0.55008, 0.38944, 0.47239)
Br (2.34047, -0.19095, -0.09493)
C (-0.61178, -0.84257, -0.18275)
Cl (-2.22964, -0.20394, -0.09715)
H (0.02167, 1.61469, -0.91850)
H (0.51134, 0.36446, 1.55684)
H (-0.30893, -1.02781, -1.20912)
H (-0.49210, -1.72188, 0.44327)

(9)
A 2-piece molecular cluster, C2H4BrNO overall. Source: the OMol25 dataset; level of theory: the ωB97M-V functional and the def2-TZVPD basis.

Results
* charge: 0
* E_HOMO (spin up / spin down): -8.259 / -7.875 eV
* spin multiplicity: 1

Atoms and positions in Å:
C (1.30090, 0.04755, 0.99628)
C (-0.33534, 0.45573, -1.03454)
N (0.86596, -0.50417, 1.98587)
O (-0.91459, -0.80780, -1.01764)
Br (3.18246, 0.53318, 0.72352)
H (0.18676, 0.79227, -1.99821)
H (-0.86639, 1.08448, -0.39402)
H (1.17520, -0.53555, 2.89752)
H (-1.38247, -0.81545, -0.14934)

(10)
A 2-piece molecular cluster, C2H4BrNO2 overall. Source: the OMol25 dataset; level of theory: the ωB97M-V functional and the def2-TZVPD basis.

Results
* SMILES: O=[NH+][O-].C=CBr
* charge: 0
* E_HOMO: -8.978 eV
* spin multiplicity: 1

Atoms and positions in Å:
O (-0.13216, -1.24392, 0.63773)
N (-0.72984, -0.86646, 1.65712)
O (-0.50109, 0.16189, 2.24770)
H (-1.34598, -1.66119, 2.16478)
C (1.10351, 0.29631, -1.15227)
C (-0.03443, 0.88776, -0.91011)
Br (-1.30558, 0.94279, -2.19721)
H (1.31620, -0.03274, -2.17294)
H (1.83176, 0.18702, -0.29133)
H (-0.20240, 1.32855, 0.01654)